(1)
The following is a DFT calculation (wB97M-V/def2-TZVPD) of a structure of composition C38H36BrIO21Si2 in a non-equilibrium geometry.

The gap between HOMO and LUMO comes out at 6.716 eV. As for the spin multiplicity: 1.

Geometry as XYZ:
```
99
C38H36BrIO21Si2 wB97M-V/def2-TZVPD
C 9.08214 -0.66696 6.11308
C 8.54940 -0.82268 4.70057
C 7.66540 -2.11001 4.19452
Si 5.94620 -2.23888 5.09585
C 5.85118 -3.77870 6.29437
C 5.75313 -3.47060 7.76566
O 4.73871 -2.37539 3.78075
Si 3.48550 -1.16815 4.02136
Br 2.33310 -1.74695 5.90693
C 4.14388 0.64511 3.98770
I 3.85262 1.34027 1.88699
C 3.40596 1.66027 5.06059
C 3.92123 1.49749 6.60858
H 9.34254 -1.59827 6.79622
H 9.28025 0.41351 6.53310
H 8.78935 0.08778 3.97119
H 8.27447 -3.11800 4.38596
H 7.45689 -1.94691 3.03179
H 5.57658 -0.98871 5.80671
H 5.85087 -4.88979 5.90558
H 4.80960 -2.92887 8.22688
H 6.59352 -3.79530 8.53613
H 2.55185 -1.29422 2.89457
H 5.30685 0.74923 4.18009
H 2.22524 1.62296 4.95526
H 3.70707 2.76270 4.71558
H 5.00488 1.97881 6.66924
H 3.22033 2.08385 7.37313
H 4.03326 0.39455 6.98462
C 0.75507 -1.27827 -3.87435
C 1.64367 -0.28420 -3.82034
C 2.38832 0.02058 -2.56724
O 3.21249 0.92808 -2.55338
C 2.09472 -0.79173 -1.37621
C 1.20356 -1.78351 -1.42951
C 0.47954 -2.10569 -2.68972
O -0.32036 -3.03510 -2.71252
O 0.92083 -2.54912 -0.31322
O 1.90600 0.49949 -4.92901
H 0.20837 -1.51217 -4.77919
H 2.62990 -0.54810 -0.46738
H 0.24686 -3.20011 -0.60728
H 2.58432 1.14649 -4.63652
C -1.50804 2.62663 0.81056
C -2.42772 3.58084 0.65441
C -2.09959 5.01584 0.87970
O -2.96063 5.87189 0.70999
C -0.73281 5.35113 1.30874
C 0.18576 4.39643 1.46819
C -0.13508 2.96476 1.21617
O 0.73540 2.11178 1.35346
O 1.47142 4.70424 1.87382
O -3.72097 3.27042 0.27592
H -1.73228 1.57991 0.64798
H -0.51265 6.39600 1.48627
H 1.94505 3.84485 1.91402
H -4.19284 4.13036 0.22990
C -3.78865 -5.35929 -0.13014
C -3.13425 -4.30052 -0.61127
C -2.77960 -3.14774 0.26221
O -2.16134 -2.19728 -0.20405
C -3.19784 -3.19695 1.67191
C -3.85526 -4.25428 2.15201
C -4.18538 -5.41861 1.28512
O -4.77437 -6.38410 1.75956
O -4.25369 -4.30590 3.47518
O -2.76038 -4.23647 -1.94102
H -4.05081 -6.20503 -0.75329
H -2.94938 -2.34474 2.29137
H -4.70803 -5.17058 3.57724
H -2.30080 -3.37452 -2.04156
C -5.34454 6.65208 -4.91303
C -4.45593 7.64616 -4.85902
C -3.71129 7.95093 -3.60592
O -2.88711 8.85843 -3.59206
C -4.00488 7.13863 -2.41489
C -4.89604 6.14684 -2.46819
C -5.62007 5.82467 -3.72840
O -6.41996 4.89526 -3.75121
O -5.17877 5.38124 -1.35190
O -4.19360 8.42984 -5.96769
H -5.89123 6.41819 -5.81787
H -3.46970 7.38226 -1.50606
H -5.85275 4.73024 -1.64596
H -3.51528 9.07685 -5.67520
C -3.15389 -5.21569 -6.95612
C -2.81599 -4.63316 -5.80408
C -3.27127 -3.25488 -5.47136
O -2.96050 -2.75307 -4.39683
C -4.08535 -2.53906 -6.46607
C -4.42024 -3.12047 -7.61953
C -3.98805 -4.50851 -7.93998
O -4.32702 -5.02289 -9.00049
O -5.18282 -2.45249 -8.55999
O -2.03002 -5.29063 -4.87558
H -2.83178 -6.21778 -7.20983
H -4.39457 -1.53149 -6.21921
H -5.29068 -3.08382 -9.30449
H -1.92727 -4.66154 -4.12861
```

=====

(2)
The following is a DFT calculation (wB97M-V/def2-TZVPD) of a structure of composition C38H36IrN2OP2Se4 in a non-equilibrium geometry.

Its total charge is +1. The gap between HOMO and LUMO (alpha / beta) comes out at 5.612 / 5.418 eV. As for the spin multiplicity: 5.

Geometry as XYZ:
```
84
C38H36IrN2OP2Se4 wB97M-V/def2-TZVPD
Ir 1.18773 -0.90545 0.08250
C -0.62923 2.02147 0.88456
N -1.88457 1.31664 0.97424
C -1.83472 0.07283 1.70290
P -0.94786 -1.32576 0.84592
C -2.05770 -1.83703 -0.49044
C -3.32171 -1.31863 -0.75187
C -4.05175 -1.80478 -1.82433
C -3.53347 -2.79905 -2.63628
C -2.26764 -3.30838 -2.38724
C -1.53021 -2.81848 -1.32751
C -1.11878 -2.55423 2.17029
C -0.22127 -2.43738 3.23221
C -0.26202 -3.33922 4.27774
C -1.18877 -4.37106 4.26013
C -2.06935 -4.49851 3.20064
C -2.03969 -3.59409 2.15108
C -3.03460 2.12656 1.11616
C -3.99943 1.88767 2.09411
C -5.12295 2.68828 2.18869
C -5.30124 3.75850 1.33319
C -4.33989 4.01799 0.37030
C -3.22691 3.20961 0.25187
P 0.62273 1.35688 -0.33628
C 2.01132 2.45424 0.05185
C 2.50967 3.47612 -0.74944
C 3.67286 4.13035 -0.37654
C 4.30703 3.80946 0.81315
C 3.78970 2.81929 1.63494
C 2.65939 2.12968 1.24544
C -0.00345 1.64784 -2.00941
C -1.36406 1.47597 -2.27475
C -1.82688 1.48411 -3.57776
C -0.93759 1.63165 -4.62935
C 0.41844 1.77144 -4.37593
C 0.89177 1.76908 -3.07573
H -0.10213 1.99812 1.85676
H -0.80118 3.07124 0.62483
H -2.85108 -0.29827 1.87375
H -1.34417 0.17717 2.68702
H -3.74306 -0.53110 -0.13504
H -5.03866 -1.40221 -2.02396
H -4.11954 -3.17883 -3.46802
H -1.85120 -4.08271 -3.02245
H -0.52991 -3.19595 -1.12976
H 0.51541 -1.63643 3.22051
H 0.43730 -3.25544 5.10316
H -1.21227 -5.08922 5.07175
H -2.78231 -5.31535 3.18597
H -2.72096 -3.70081 1.31226
H -3.87448 1.09016 2.82009
H -5.85838 2.47501 2.95768
H -6.17637 4.39308 1.42065
H -4.45973 4.85995 -0.30288
H -2.50030 3.42961 -0.52713
H 1.98751 3.75952 -1.65739
H 4.09561 4.89337 -1.01951
H 5.22001 4.32045 1.09926
H 4.28178 2.58553 2.57418
H 2.26982 1.30950 1.84677
H -2.05218 1.32569 -1.45180
H -2.88633 1.36243 -3.77368
H -1.29770 1.60774 -5.65229
H 1.11429 1.86612 -5.20176
H 1.95766 1.84689 -2.88163
O 2.75378 -1.35215 1.90528
C 4.08581 -1.17190 1.42789
C 4.12057 -0.65069 0.01459
C 5.17431 0.13052 -0.42973
C 5.17699 0.58628 -1.73854
C 4.13206 0.20891 -2.57581
C 3.12219 -0.57290 -2.06450
N 3.08288 -0.97004 -0.78118
H 2.56520 -2.31414 1.99407
H 4.63489 -2.12402 1.47590
H 4.58366 -0.45379 2.09560
H 5.98213 0.37964 0.25309
H 5.98520 1.20949 -2.10420
H 4.09793 0.50812 -3.61736
H 2.28719 -0.90308 -2.67659
Se 1.60831 -4.75037 1.28685
Se 1.66624 -6.64648 0.17508
Se 2.50126 -6.05900 -2.09822
Se 2.80708 -3.88327 -2.00864
```

=====

(3)
The following is a DFT calculation (wB97M-V/def2-TZVPD) of a structure of composition C38H37ClN5O4PPdS.

Its total charge is -2. The gap between HOMO and LUMO comes out at 5.059 eV. As for the spin multiplicity: 1.

Geometry as XYZ:
```
88
C38H37ClN5O4PPdS wB97M-V/def2-TZVPD
Pd -0.82188 -0.00905 0.53439
N 2.76949 -0.12833 0.75675
P 1.48740 -1.15447 0.05534
C 2.59505 -2.66615 0.25379
C 3.15744 -3.20758 -0.90109
C 4.02167 -4.29510 -0.84145
C 4.34344 -4.85717 0.38724
C 3.79336 -4.32636 1.54852
C 2.92487 -3.24391 1.47875
C 0.46353 -1.39714 1.58029
C -0.12969 -2.64654 1.93883
C -0.81044 -2.79415 3.11396
C -0.97738 -1.69291 3.99119
C -0.45127 -0.47579 3.66552
C 0.26915 -0.29072 2.45488
C 2.85221 1.22855 0.65052
C 3.85395 1.94349 1.34741
C 3.92585 3.30582 1.18205
C 3.01298 3.95179 0.34988
C 2.05507 3.16162 -0.26971
N 1.97614 1.84631 -0.12877
H 3.38738 -0.52881 1.44715
H 2.89669 -2.76682 -1.85828
H 4.43491 -4.71168 -1.75287
H 5.01524 -5.70622 0.44054
H 4.03517 -4.76339 2.51053
H 2.48048 -2.84955 2.38708
H -0.01960 -3.49523 1.27221
H -1.25232 -3.75303 3.35821
H -1.53315 -1.81768 4.91375
H -0.57818 0.37012 4.33187
H 0.89051 0.59177 2.36813
H 4.53930 1.41964 2.00388
H 4.68774 3.87236 1.70640
H 3.03993 5.02184 0.19289
H 1.28986 3.60001 -0.90423
C -5.79653 -0.09524 -3.38099
C -5.04790 -1.21906 -2.66384
C -4.02277 -0.72265 -1.65881
N -4.65674 0.01898 -0.57168
C -4.32522 -0.12874 0.71161
S -3.25239 -1.19463 1.33793
N -4.98593 0.80241 1.55998
C -6.23214 1.34419 1.47988
O -6.52150 2.37435 2.06550
C -7.31501 0.57908 0.74299
C -8.43275 1.29380 0.34119
C -9.50126 0.64584 -0.26495
C -9.45592 -0.72869 -0.45420
C -8.34923 -1.44944 -0.02731
C -7.27810 -0.79756 0.56929
H -6.48511 -0.48743 -4.13453
H -5.09518 0.57830 -3.88099
H -6.39093 0.49996 -2.68053
H -4.51170 -1.84427 -3.37905
H -5.76838 -1.86174 -2.14603
H -3.28181 -0.07287 -2.12537
H -3.48413 -1.56729 -1.24288
H -4.99317 0.94063 -0.81231
H -4.40110 1.18177 2.29099
H -8.44548 2.36227 0.51375
H -10.36772 1.21227 -0.58333
H -10.28392 -1.23956 -0.93107
H -8.31380 -2.52372 -0.15568
H -6.42736 -1.37059 0.91784
N -2.58186 2.44992 -0.61359
C -1.86657 1.60912 -0.23851
C -0.74738 -8.07094 0.10275
C -1.71713 -7.02337 0.58030
C -2.44027 -7.20367 1.75181
C -3.30518 -6.21887 2.19289
Cl -4.22100 -6.48443 3.67185
C -3.45482 -5.03847 1.49272
C -2.74616 -4.84848 0.31328
C -1.88540 -5.84022 -0.15156
O -1.20961 -5.79401 -1.33658
C -0.48453 -4.60702 -1.71995
C -1.27557 -3.28750 -1.75230
O -2.34919 -3.30788 -2.39403
O -0.72188 -2.34398 -1.15833
H -0.92311 -9.01929 0.61361
H 0.28215 -7.76051 0.29699
H -0.83386 -8.22200 -0.97254
H -2.31950 -8.11319 2.32838
H -4.11341 -4.25772 1.85186
H -2.87963 -3.92919 -0.23653
H -0.16419 -4.81249 -2.74110
H 0.40051 -4.50445 -1.07546
```

=====

| no. | DFT total energy (a.u.) |
| --- | --- |
| 1 | -6500.17805 |
| 2 | -12046.95582 |
| 3 | -3372.71468 |